#P
Below is a cluster of 2 separate species, C3H8O3S in total, with properties calculated with the ωB97M-V functional and the def2-TZVPD basis.

Element x y z (Å)
O1 -1.5638 2.8221 1.0632
C1 -1.0002 1.8141 0.7098
O2 -0.9110 0.7010 1.4671
C2 -0.3588 1.5907 -0.6693
C3 -0.9310 0.3529 -1.5098
S1 0.3714 -0.3767 -2.6129
H1 -1.1167 0.9210 2.3685
H2 0.7160 1.3073 -0.4413
H3 -0.1295 2.5925 -1.2123
H4 -1.1240 -0.4147 -0.7322
H5 -1.7594 0.6787 -2.1006
H6 -0.5907 -1.2000 -3.1071
O3 2.4918 -3.9228 2.2409
H7 2.9769 -3.4765 1.5158
H8 2.9289 -3.3897 3.0205

For the HOMO-LUMO gap, the calculation gives 9.86 eV. The calculation puts the highest occupied orbital energy at -0.3452 Eh. Its SMILES is O=C(O)CCS.O. Its molar mass is 124.16 g mol⁻¹. For the LUMO energy, the calculation gives 0.5 eV.

=====

#Q
Below is a cluster of 2 separate species, C3H8O3S in total, with properties calculated with the ωB97M-V functional and the def2-TZVPD basis.

Element x y z (Å)
O1 -0.4231 3.3418 0.5824
C1 -0.9350 2.2404 0.3893
O2 -2.2028 1.8478 0.3708
C2 0.0023 1.0152 -0.0505
C3 -0.7824 0.0602 -1.1445
S1 0.2781 -0.3438 -2.5716
H1 -2.8166 2.5583 0.5448
H2 0.3787 0.6556 0.8290
H3 0.8294 1.2805 -0.7794
H4 -1.4322 -0.8452 -0.8525
H5 -1.4329 0.7026 -1.6619
H6 -0.6073 -1.1357 -3.2635
O3 2.8123 -4.0113 2.3461
H7 3.7267 -4.1305 2.4333
H8 2.6049 -3.2361 2.8281

For the HOMO-LUMO gap, the calculation gives 9.49 eV. The calculation puts the highest occupied orbital energy at -0.3314 Eh. Its SMILES is O=C(O)CCS.O. Its molar mass is 124.16 g mol⁻¹. For the LUMO energy, the calculation gives 0.5 eV.

=====

#P takes first place; second place is 65.2 kJ/mol up.

=====

#P
Below is the molecule C4H13N2S, with properties calculated with the ωB97M-V functional and the def2-TZVPD basis.

Element x y z (Å)
N1 -1.8042 0.3990 1.6891
C1 -0.3586 0.3704 1.2298
C2 -0.2583 -0.5256 -0.0031
C3 1.1644 -0.8566 -0.3712
S1 1.2530 -1.8940 -1.8778
C4 0.1259 1.7780 0.9801
N2 -0.8172 2.5017 0.1054
H1 -1.8960 -0.0500 2.6538
H2 -2.1542 1.3626 1.7965
H3 -2.4435 -0.0796 1.0215
H4 0.1775 -0.1367 2.0307
H5 -0.8018 -1.4486 0.1923
H6 -0.7593 -0.0437 -0.8414
H7 1.7352 0.0401 -0.6355
H8 1.6967 -1.3415 0.4426
H9 0.0786 -2.5117 -1.6975
H10 1.1283 1.7436 0.5271
H11 0.2445 2.3076 1.9226
H12 -0.4201 2.5421 -0.8275
H13 -0.8257 3.4752 0.4037

Its expectation value of S² is 0.75. Its spin multiplicity is 2. For the HOMO-LUMO gap (alpha / beta), the calculation gives 3.91 / 9.94 eV. The calculation puts the highest occupied orbital energy (alpha / beta) at -0.1255 / -0.3468 Eh. Its molar mass is 121.23 g mol⁻¹. For the LUMO energy (alpha / beta), the calculation gives 0.5 / 0.5 eV.

=====

#Q
Below is a cluster of 2 separate species, C4H13N2S in total, with properties calculated with the ωB97M-V functional and the def2-TZVPD basis.

Element x y z (Å)
N1 1.3918 0.8934 -0.9997
C1 0.3707 0.4969 0.0601
C2 -1.0255 0.6669 -0.4907
C3 -2.1313 0.4301 0.5350
S1 -3.5742 -0.2544 -0.3089
C4 0.7550 -0.9223 0.4428
N2 2.1939 -0.9458 0.7346
H1 2.2857 0.4682 -0.6966
H2 1.0974 0.5117 -1.9012
H3 1.4318 1.8928 -1.0649
H4 0.5691 1.1764 0.8912
H5 -1.1607 1.6605 -0.9369
H6 -1.1608 -0.0304 -1.3233
H7 -1.8107 -0.2501 1.3277
H8 -2.4181 1.3606 1.0278
H9 -2.4445 -1.7606 -0.4488
H10 0.5500 -1.5897 -0.3969
H11 0.1090 -1.2709 1.2437
H12 2.5794 -1.8726 0.6150
H13 2.3920 -0.6608 1.6901

Its expectation value of S² is 0.75. Its spin multiplicity is 2. For the HOMO-LUMO gap (alpha / beta), the calculation gives 3.27 / 5.84 eV. The calculation puts the highest occupied orbital energy (alpha / beta) at -0.1362 / -0.2313 Eh. Its molar mass is 121.23 g mol⁻¹. For the LUMO energy (alpha / beta), the calculation gives -0.4 / -0.5 eV.

=====

#P takes first place; second place is 118.0 kJ/mol up.

=====

#P
Below is a structure of composition H11O5, with properties calculated with the ωB97M-V functional and the def2-TZVPD basis.

Element x y z (Å)
O1 -0.1106 -0.5287 0.0967
H1 0.6499 -0.7428 -0.4486
H2 -0.0583 0.4287 0.1438
H3 -0.8769 -0.8222 -0.4016
O2 0.2070 0.1111 2.5827
H4 0.9857 0.1902 2.0317
H5 0.3650 0.7137 3.3094
O3 -0.8195 1.2692 0.1724
H6 -0.6142 2.1336 0.5284
H7 -1.5207 1.4300 -0.4589
O4 -1.0981 -1.2279 -1.4802
H8 -1.3510 -0.4390 -1.9598
H9 -1.8407 -1.8222 -1.5873
O5 1.6472 -0.3074 -0.7968
H10 2.0915 0.5350 -0.7014
H11 2.3437 -0.9211 -1.0303

For the HOMO-LUMO gap, the calculation gives 10.92 eV. The calculation puts the highest occupied orbital energy at -0.5399 Eh. Its total charge is +1. Its molar mass is 91.08 g mol⁻¹. For the LUMO energy, the calculation gives -3.8 eV.

=====

#Q
Below is a cluster of 5 separate species, H11O5 in total, with properties calculated with the ωB97M-V functional and the def2-TZVPD basis.

Element x y z (Å)
O1 -2.4544 -1.5415 -0.0531
H1 -3.2375 -1.4447 0.4356
H2 -2.8143 -1.9734 -0.8183
O2 3.5600 -0.9628 0.2969
H3 3.4953 -1.6375 0.9108
H4 3.1483 -0.2430 0.8443
O3 -0.4460 0.0794 0.2309
H5 -0.9703 0.8701 0.2083
H6 -0.8916 -0.6762 0.4115
O4 -1.6977 2.6828 0.6081
H7 -0.8338 3.1066 1.0050
H8 -2.4274 3.2977 0.8430
O5 1.4171 -0.4014 -1.1977
H9 1.5368 -0.3195 -2.1554
H10 2.3477 -0.7547 -0.9184
H11 0.2678 -0.0819 -0.6511

For the HOMO-LUMO gap, the calculation gives 12.53 eV. The calculation puts the highest occupied orbital energy at -0.5737 Eh. Its total charge is +1. Its molar mass is 91.08 g mol⁻¹. For the LUMO energy, the calculation gives -3.1 eV.

=====

#Q takes first place; second place is 522.2 kJ/mol up.

=====

#P
Below is a structure of composition C5H10INO2S, with properties calculated with the ωB97M-V functional and the def2-TZVPD basis.

Element x y z (Å)
C1 -0.2880 2.2293 -0.0824
C2 0.4718 -0.5276 1.1506
C3 -1.7074 -0.3158 -0.2372
C4 0.3156 1.0709 -0.8779
C5 -0.1905 -0.2698 -0.2604
N1 1.6506 1.2655 -0.9590
O1 0.2688 3.4032 -0.2687
O2 -1.0292 2.1127 0.8475
S1 0.3910 -1.7274 -1.3759
I1 -0.6402 1.5042 -2.8294
H1 1.5416 -0.1566 1.0265
H2 -0.1893 0.1417 1.8479
H3 0.1678 -1.5708 1.4390
H4 -2.1858 0.6085 0.0449
H5 -1.9910 -0.5133 -1.2297
H6 -2.0018 -1.2769 0.3856
H7 2.1426 1.7163 -0.2074
H8 0.9151 3.4086 -0.9549
H9 2.2887 0.4375 -0.9939
H10 -0.2290 -2.4772 -0.6109

For the HOMO-LUMO gap, the calculation gives 9.27 eV. The calculation puts the highest occupied orbital energy at -0.3399 Eh. Its molar mass is 275.11 g mol⁻¹. For the LUMO energy, the calculation gives 0.0 eV.

=====

#Q
Below is the molecule C5H10INO2S, with properties calculated with the ωB97M-V functional and the def2-TZVPD basis.

Element x y z (Å)
H1 2.8048 -2.6376 -1.3944
N1 2.2050 -1.9490 -0.9592
C1 2.4551 -0.9455 -0.3281
I1 4.4235 -0.2567 0.3218
S1 1.1645 0.3569 0.0394
O1 1.3130 1.1412 -1.1734
O2 1.5540 0.9711 1.2872
C2 -0.8273 0.1989 0.2651
C3 -1.1874 -0.5545 1.5215
C4 -1.1142 1.7028 0.2365
C5 -1.1923 -0.4272 -1.0708
H2 -2.1706 -0.1310 1.9138
H3 -1.5073 -1.6099 1.3021
H4 -0.3177 -0.4301 2.2067
H5 -1.0242 2.2088 1.1738
H6 -2.0839 1.8769 -0.2693
H7 -0.4518 2.1822 -0.5041
H8 -0.9063 -1.4316 -1.3968
H9 -2.2517 -0.3868 -1.2732
H10 -0.8853 0.1209 -1.8984

For the HOMO-LUMO gap, the calculation gives 8.94 eV. The calculation puts the highest occupied orbital energy at -0.3456 Eh. Its SMILES is [H]/N=C(\I)S(=O)(=O)C(C)(C)C. Its molar mass is 275.11 g mol⁻¹. For the LUMO energy, the calculation gives -0.5 eV.

=====

#P takes first place; second place is 136.1 kJ/mol up.

=====

#P
Below is the molecule C15H22N2O3S, with properties calculated with the ωB97M-V functional and the def2-TZVPD basis.

Element x y z (Å)
C1 -0.9874 -2.9873 2.8784
C2 -0.9895 -1.4411 3.1704
C3 -2.2131 -0.9796 4.0055
C4 0.3556 -1.1288 3.8325
N1 -1.0129 -0.6646 1.9391
C5 -1.6552 -0.9518 0.7144
C6 -2.9891 -1.3350 0.6472
C7 -3.5840 -1.4473 -0.6077
C8 -2.8233 -1.2365 -1.7793
C9 -1.5060 -0.8599 -1.6969
C10 -0.8917 -0.7258 -0.4388
S1 0.8142 -0.2669 -0.3141
C11 1.4950 -0.3266 -2.0464
O1 2.5542 0.6423 -2.1910
C12 2.2268 2.0164 -2.2965
C13 3.5330 2.7798 -2.0803
C14 3.3854 4.3249 -1.9701
O2 3.0349 4.8696 -3.2202
C15 0.4138 -0.2720 -3.1557
O3 0.5932 0.0707 -4.3194
N2 -0.8782 -0.6910 -2.9261
H1 -1.0481 -3.5383 3.8047
H2 -0.0848 -3.2605 2.3495
H3 -1.8619 -3.2339 2.2515
H4 -2.3146 0.0792 3.9794
H5 -2.0785 -1.2608 5.0423
H6 -3.1702 -1.4213 3.7308
H7 0.3769 -0.0725 4.2221
H8 1.1783 -1.2669 3.1278
H9 0.5006 -1.7720 4.6803
H10 -0.1118 -0.1699 1.7858
H11 -3.5748 -1.4922 1.5387
H12 -4.6485 -1.6598 -0.6064
H13 -3.3319 -1.3485 -2.7713
H14 1.9624 -1.3043 -2.1170
H15 1.8330 2.2106 -3.3293
H16 1.4577 2.3213 -1.5602
H17 3.9586 2.4258 -1.1411
H18 4.1897 2.5616 -2.8883
H19 4.3705 4.7113 -1.6957
H20 2.7024 4.6341 -1.1783
H21 2.2083 4.4274 -3.5798
H22 -1.3891 -0.9601 -3.7904

For the HOMO-LUMO gap, the calculation gives 8.58 eV. The calculation puts the highest occupied orbital energy at -0.2931 Eh. Its SMILES is CC(C)(C)Nc1cccc2c1S[C@H](OCCCO)C(=O)N2. Its molar mass is 310.42 g mol⁻¹. For the LUMO energy, the calculation gives 0.6 eV.

=====

#Q
Below is the molecule C15H22N2O3S, with properties calculated with the ωB97M-V functional and the def2-TZVPD basis.

Element x y z (Å)
C1 5.3674 1.5699 0.2232
S1 5.2296 -0.2174 -0.0795
O1 5.8192 -0.9019 1.0319
O2 5.7316 -0.4842 -1.3951
N1 3.6162 -0.5723 -0.0846
C2 2.8518 -0.0902 -1.2086
C3 1.5954 -0.9456 -1.3499
C4 0.7623 -0.8945 -0.0582
C5 0.1398 0.4927 0.0898
O3 0.7054 1.4518 0.5757
N2 -1.1038 0.5796 -0.4330
C6 -1.9106 1.7734 -0.3383
C7 -3.0177 1.6231 0.7187
C8 -3.9211 0.4745 0.3716
C9 -3.6691 -0.7984 0.8697
C10 -4.4674 -1.8694 0.5073
C11 -5.5291 -1.6806 -0.3607
C12 -5.7888 -0.4163 -0.8624
C13 -4.9881 0.6523 -0.5005
C14 1.6451 -1.2752 1.1382
C15 2.9273 -0.4465 1.1787
H1 6.4219 1.8099 0.2291
H2 4.8626 2.0901 -0.5795
H3 4.9213 1.7876 1.1839
H4 3.4887 -0.1815 -2.0890
H5 2.5649 0.9623 -1.0694
H6 1.8947 -1.9785 -1.5334
H7 1.0031 -0.5955 -2.1975
H8 -0.0498 -1.6264 -0.1367
H9 -1.5743 -0.2529 -0.7524
H10 -2.3555 1.9808 -1.3163
H11 -1.2386 2.5885 -0.0629
H12 -3.5850 2.5537 0.7594
H13 -2.5514 1.4560 1.6909
H14 -2.8458 -0.9487 1.5548
H15 -4.2617 -2.8524 0.9054
H16 -6.1543 -2.5147 -0.6421
H17 -6.6184 -0.2625 -1.5366
H18 -5.1953 1.6378 -0.8931
H19 1.0950 -1.1290 2.0691
H20 1.9081 -2.3305 1.0491
H21 3.6050 -0.8190 1.9473
H22 2.6693 0.5999 1.3855

For the HOMO-LUMO gap, the calculation gives 10.00 eV. The calculation puts the highest occupied orbital energy at -0.3456 Eh. Its SMILES is CS(=O)(=O)N1CCC(C(=O)NCCc2ccccc2)CC1. Its molar mass is 310.42 g mol⁻¹. For the LUMO energy, the calculation gives 0.6 eV.

=====

#Q takes first place; second place is 141.0 kJ/mol up.

=====

#P
Below is the ion C3H6N3 with charge +1, with properties calculated with the ωB97M-V functional and the def2-TZVPD basis.

Element x y z (Å)
C1 -0.9019 -1.7294 -0.4498
C2 0.0736 -0.8429 -0.6112
N1 0.0699 0.4114 0.2199
C3 1.1757 1.4164 0.1933
N2 -0.9739 0.5233 0.8780
N3 -2.0290 0.3148 1.2247
H1 -1.7527 -1.5133 0.1031
H2 -0.9361 -2.7600 -0.7472
H3 0.7696 -0.8728 -1.4382
H4 1.1368 1.9627 -0.6716
H5 1.2034 2.1339 1.0856
H6 2.1647 0.9559 0.2135

For the HOMO-LUMO gap, the calculation gives 9.17 eV. The calculation puts the highest occupied orbital energy at -0.5535 Eh. Its total charge is +1. Its SMILES is C=CN(C)[N+]#N. Its molar mass is 84.10 g mol⁻¹. For the LUMO energy, the calculation gives -5.9 eV.

=====

#Q
Below is the ion C3H6N3 with charge +1, with properties calculated with the ωB97M-V functional and the def2-TZVPD basis.

Element x y z (Å)
H1 -0.2531 -0.4998 -2.5595
N1 -0.1961 -0.2982 -1.5168
C1 -1.0999 -0.8546 -0.8164
C2 -0.9960 -0.7388 0.6331
C3 0.1291 -0.1340 1.1180
N2 1.0541 0.1987 0.2644
N3 1.4072 1.3794 0.2244
H2 -1.7485 -1.6083 -1.3517
H3 -1.8107 -1.0665 1.2705
H4 0.2870 -0.0210 2.2147
H5 0.8430 2.1515 0.6121
H6 2.3839 1.4917 -0.0928

For the HOMO-LUMO gap, the calculation gives 8.51 eV. The calculation puts the highest occupied orbital energy at -0.5305 Eh. Its total charge is +1. Its SMILES is [H]/N=C/C=C\N=[NH2+]. Its molar mass is 84.10 g mol⁻¹. For the LUMO energy, the calculation gives -5.9 eV.

=====

#Q takes first place; second place is 79.5 kJ/mol up.